Below is a 5-piece molecular cluster, C16H44O18P4S overall, with properties calculated with ωB97M-V/def2-TZVPD.

Computed properties:
SMILES: COP(=O)(OC)OC.COP(=O)(OC)OC.COP(=O)(OC)OC.COP(=O)(OC)OC.O=S1(=O)CCCC1
Lowest unoccupied orbital energy in eV: 0.40
Maximum force in eV/Å: 4.54
Gap between HOMO and LUMO in eV: 10.5
M in Da: 680.5
HOMO in Ha: -0.3718

```
83
Properties=species:S:1:pos:R:3:lowdin_charge:R:1
C -7.38 1.97 -0.47 -0.081
O -7.40 2.90 -1.60 -0.225
P -5.96 3.40 -2.21 0.440
O -6.10 3.98 -3.58 -0.262
O -5.51 4.63 -1.22 -0.249
C -4.34 5.44 -1.37 -0.102
O -4.82 2.31 -1.95 -0.253
C -4.84 1.18 -2.92 -0.050
H -6.39 1.71 -0.08 0.084
H -7.95 1.09 -0.78 0.087
H -7.95 2.53 0.26 0.089
H -3.53 4.79 -1.71 0.084
H -3.99 5.82 -0.41 0.077
H -4.51 6.39 -1.87 0.089
H -5.87 0.87 -3.11 0.093
H -4.36 0.39 -2.35 0.083
H -4.12 1.41 -3.70 0.096
C 3.77 -6.04 -2.03 -0.097
O 3.32 -7.39 -1.75 -0.229
P 2.52 -8.23 -2.97 0.483
O 1.70 -9.42 -2.53 -0.265
O 3.60 -8.62 -4.06 -0.224
C 4.58 -9.62 -3.80 -0.099
O 1.58 -7.16 -3.77 -0.234
C 0.65 -7.77 -4.72 -0.095
H 3.43 -5.42 -1.20 0.085
H 3.37 -5.73 -2.99 0.077
H 4.84 -5.82 -1.94 0.083
H 4.90 -9.70 -2.76 0.082
H 5.49 -9.37 -4.34 0.094
H 4.15 -10.62 -3.86 0.093
H 0.76 -8.85 -4.83 0.081
H 0.63 -7.28 -5.70 0.083
H -0.41 -7.66 -4.50 0.082
C 5.94 -0.25 -11.00 -0.067
O 6.18 -0.20 -9.54 -0.237
P 5.43 0.81 -8.50 0.433
O 5.68 0.54 -7.06 -0.250
O 3.88 0.54 -8.81 -0.227
C 3.32 -0.78 -8.65 -0.093
O 5.71 2.33 -8.99 -0.235
C 6.98 2.98 -8.71 -0.077
H 5.46 0.69 -11.30 0.082
H 5.41 -1.13 -11.36 0.084
H 6.80 -0.24 -11.67 0.079
H 3.01 -1.18 -9.62 0.083
H 2.47 -1.00 -8.00 0.088
H 4.10 -1.44 -8.28 0.081
H 7.64 2.96 -9.58 0.085
H 7.41 2.45 -7.86 0.084
H 6.79 4.03 -8.52 0.088
C -5.17 3.16 10.18 -0.083
O -5.29 3.17 11.64 -0.232
P -4.74 2.03 12.65 0.438
O -3.41 1.52 12.21 -0.248
O -4.77 2.92 14.07 -0.196
C -4.61 2.19 15.23 -0.192
O -5.88 0.96 12.67 -0.204
C -7.21 1.49 12.99 -0.061
H -5.96 2.98 9.45 0.084
H -4.30 2.64 9.80 0.082
H -4.85 4.16 9.89 0.079
H -3.75 2.46 15.84 0.087
H -4.38 1.13 15.32 0.095
H -5.45 2.36 15.90 0.087
H -7.19 1.87 14.01 0.078
H -7.80 0.57 12.94 0.095
H -7.63 2.29 12.38 0.091
C 2.93 2.49 0.51 -0.257
C 1.80 2.43 1.51 -0.207
C 2.31 1.73 2.84 -0.175
S 4.10 2.26 2.96 0.693
O 4.88 0.99 3.12 -0.361
O 4.20 3.34 3.85 -0.319
C 4.18 2.89 1.24 -0.220
H 2.72 3.08 -0.38 0.120
H 3.06 1.50 0.07 0.115
H 1.08 1.81 0.98 0.108
H 1.44 3.42 1.81 0.114
H 2.55 0.68 2.67 0.083
H 1.83 1.98 3.78 0.098
H 5.02 2.29 0.89 0.099
H 4.20 3.98 1.27 0.109
```